Formula: C29H30BrN2O4ReS3
Source: the OMol25 dataset
Level of theory: wB97M-V/def2-TZVPD

2S+1: 2
HOMO energy (spin up / spin down): -10.45 / -10.51 eV
F_max: 0.0092 Eh/bohr
Electronic energy: -5380.282332 hartree
Frontier orbital gap (spin up / spin down): 6.5682 / 6.6234 eV
Charge: +1

Each line ends with the Löwdin spin population.
Cartesian coordinates (Å):
Re -0.633 -0.127 0.704  0.761
O -0.613 -1.403 -0.771  -0.010
C -1.676 -1.899 -1.410  0.007
C -1.406 -2.791 -2.455  -0.002
C -2.429 -3.338 -3.198  0.011
C -3.759 -3.013 -2.932  -0.003
C -4.043 -2.136 -1.914  0.010
C -3.025 -1.562 -1.127  0.000
C -3.460 -0.668 -0.087  0.039
N -2.704 -0.087 0.779  -0.014
C -3.289 0.831 1.769  -0.002
C -2.224 1.858 2.172  0.000
N -0.997 1.086 2.393  0.006
C -0.573 0.931 3.595  -0.001
C 0.331 -0.119 3.989  0.012
C 1.016 -0.040 5.210  -0.003
C 1.778 -1.093 5.662  0.014
C 1.820 -2.275 4.917  -0.002
C 1.129 -2.394 3.729  0.010
C 0.395 -1.310 3.237  0.002
O -0.253 -1.441 2.084  0.083
H -0.371 -3.018 -2.668  0.000
H -2.193 -4.021 -4.003  0.001
H -4.555 -3.441 -3.523  0.000
H -5.071 -1.869 -1.700  0.000
H -4.531 -0.469 -0.048  0.001
H -3.576 0.245 2.647  -0.001
H -4.179 1.319 1.368  -0.001
H -2.523 2.387 3.078  0.000
H -2.052 2.571 1.370  0.000
H -0.980 1.570 4.381  0.000
H 0.939 0.870 5.792  0.000
H 2.318 -1.019 6.595  0.001
H 2.395 -3.116 5.281  0.000
H 1.144 -3.311 3.156  0.000
C 4.251 0.652 1.290  0.000
C 2.786 0.499 1.698  0.003
S 1.802 -0.107 0.306  0.006
C 2.314 -1.852 0.221  0.004
C 2.998 -2.184 -1.120  0.000
S 2.507 -1.129 -2.498  0.001
C 3.734 0.235 -2.585  0.000
C 4.813 0.415 -1.516  0.000
S 4.505 1.641 -0.206  0.001
H 4.728 -0.322 1.169  0.000
H 4.785 1.160 2.094  0.000
H 2.358 1.468 1.957  0.000
H 2.687 -0.165 2.558  0.000
H 1.421 -2.458 0.354  0.000
H 2.976 -2.044 1.066  0.001
H 2.705 -3.190 -1.419  0.000
H 4.081 -2.208 -1.021  0.000
H 3.138 1.144 -2.664  0.000
H 4.244 0.084 -3.536  0.000
H 5.703 0.786 -2.025  0.000
H 5.119 -0.521 -1.052  0.000
Br -5.280 2.287 -3.058  0.000
C -3.452 2.762 -3.205  0.000
C -3.023 3.563 -4.251  0.000
C -1.677 3.891 -4.344  0.000
C -0.771 3.419 -3.408  0.000
C -1.219 2.622 -2.360  0.000
C -2.566 2.294 -2.255  0.002
C -0.228 2.098 -1.376  0.007
O 0.959 2.201 -1.488  0.002
O -0.848 1.481 -0.334  0.057
H -3.730 3.925 -4.984  0.000
H -1.338 4.516 -5.158  0.000
H 0.281 3.658 -3.476  0.000
H -2.914 1.672 -1.446  0.001